[1]
Here is a 2-piece molecular cluster, C4H12S2 overall in a non-equilibrium geometry from OMol25. Energies are from wB97M-V/def2-TZVPD.

Each line ends with the natural charge from an NBO analysis.
Atoms and positions in Å:
1 C 1.3795 0.6745 7.5419  -0.617
2 C 0.7628 0.4046 6.0815  -0.504
3 S -0.6256 1.6290 5.9641  -0.051
4 H 2.2190 -0.0263 7.6860  0.203
5 H 0.5978 0.4446 8.2854  0.214
6 H 1.7432 1.7005 7.7197  0.208
7 H 1.5392 0.5614 5.3082  0.212
8 H 0.4396 -0.6526 6.0245  0.215
9 H 0.3077 2.5987 6.0704  0.119
10 C -0.5585 -4.1387 6.2724  -0.622
11 C -1.3925 -3.2989 5.3217  -0.511
12 S -2.9556 -4.1272 4.8400  -0.047
13 H 0.2810 -3.5392 6.6629  0.207
14 H -0.1551 -5.0713 5.8432  0.209
15 H -1.2261 -4.3975 7.1114  0.217
16 H -1.6365 -2.3623 5.8589  0.217
17 H -0.9005 -3.0223 4.3694  0.214
18 H -2.2757 -5.0758 4.1615  0.115

Output
multiplicity	1
E	-26012.5202	eV
LUMO	0.744	eV
SMILES	CCS.CCS
net charge	0
energy above the lowest of the compared OMol25 structures with the same formula, charge and spin	13.78	kcal/mol
Kohn-Sham gap	9.806	eV


[2]
Here is a 3-piece molecular cluster, C8H17BO12S2 overall in a non-equilibrium geometry from OMol25. Energies are from wB97M-V/def2-TZVPD.

Each line ends with the natural charge from an NBO analysis.
Atoms and positions in Å:
1 C -3.2209 1.2632 -0.8671  -0.646
2 C -3.8227 0.0497 -1.5468  -0.061
3 O -2.8694 -0.7233 -2.2790  -0.709
4 B -1.8474 -1.2555 -1.5620  1.056
5 O -2.0590 -2.1419 -0.5436  -0.887
6 C -0.3125 -0.8668 -1.8981  0.533
7 O 0.5674 -0.9113 -1.0528  -0.577
8 O -0.0417 -0.4998 -3.1877  -0.551
9 C 0.0663 0.9333 -3.3424  -0.263
10 H -2.7172 1.0298 0.0673  0.205
11 H -2.5518 1.7952 -1.5355  0.222
12 H -4.0358 1.9406 -0.6240  0.224
13 H -4.3592 -0.5633 -0.8251  0.181
14 H -4.5596 0.3906 -2.2664  0.188
15 H -1.4424 -1.9934 0.1758  0.500
16 H 0.9706 1.1822 -3.8806  0.197
17 H -0.8154 1.2756 -3.8743  0.186
18 H 0.0914 1.4129 -2.3725  0.200
19 O 2.3249 4.9703 -1.7808  -0.891
20 S 1.6109 4.0738 -0.9497  2.553
21 O 0.3859 3.4947 -1.3711  -0.914
22 O 1.4142 4.7565 0.4835  -0.686
23 C 1.9619 3.9210 1.5148  -0.099
24 C 3.0920 3.1785 0.8320  -0.102
25 O 2.5759 2.8914 -0.4756  -0.683
26 H 1.1838 3.2387 1.8615  0.195
27 H 2.3021 4.5395 2.3400  0.215
28 H 3.3512 2.2504 1.3323  0.219
29 H 3.9810 3.8033 0.7276  0.196
30 O -0.3060 -3.6687 4.6859  -0.899
31 S 0.8915 -3.9022 3.9644  2.547
32 O 2.1306 -4.0833 4.6254  -0.894
33 O 1.0365 -2.7529 2.8570  -0.692
34 C 1.1392 -3.3304 1.5463  -0.106
35 C 0.3562 -4.6226 1.6458  -0.102
36 O 0.6776 -5.1236 2.9517  -0.686
37 H 2.1920 -3.5145 1.3265  0.196
38 H 0.7349 -2.6396 0.8102  0.224
39 H 0.6440 -5.3493 0.8925  0.217
40 H -0.7209 -4.4488 1.5946  0.193

Output
multiplicity	1
E	-55488.2598	eV
LUMO	0.180	eV
SMILES	CCOB(O)C(=O)OC.O=S1(=O)OCCO1.O=S1(=O)OCCO1
net charge	0
Kohn-Sham gap	10.448	eV


[3]
Here is C29H29N5O6SSn as an isolated structure from OMol25. Energies are from wB97M-V/def2-TZVPD.

Each line ends with the Löwdin charge.
Atoms and positions in Å:
1 Sn -0.4155 0.3608 0.7450  1.387
2 O 0.9823 -0.9054 2.1571  -0.258
3 C 2.1236 -1.4446 1.9424  -0.395
4 C 3.0403 -1.6506 3.0181  -0.035
5 C 4.2717 -2.2259 2.8284  -0.130
6 C 4.6862 -2.6471 1.5538  -0.141
7 C 3.8108 -2.4808 0.5025  -0.075
8 C 2.5426 -1.9095 0.6623  -0.156
9 C 1.6998 -1.8605 -0.5153  -0.116
10 N 0.5322 -1.3432 -0.6266  -0.080
11 N -0.0390 -1.5905 -1.8908  0.055
12 C -1.2263 -1.0609 -1.9974  -0.557
13 O -1.8388 -0.3416 -1.1449  -0.207
14 C -1.9041 -1.2917 -3.3268  -0.143
15 C -3.2238 -0.8849 -3.4835  -0.032
16 C -3.8798 -1.0593 -4.6962  -0.102
17 C -3.2154 -1.6365 -5.7696  -0.125
18 C -1.8916 -2.0384 -5.6202  -0.106
19 C -1.2404 -1.8679 -4.4075  -0.038
20 H 2.7249 -1.3057 3.9957  0.100
21 H 4.9362 -2.3532 3.6777  0.083
22 H 5.6679 -3.0762 1.3990  0.074
23 H 4.1059 -2.7822 -0.4984  0.103
24 H 2.0842 -2.3716 -1.3988  0.118
25 H -3.7135 -0.4197 -2.6374  0.110
26 H -4.9095 -0.7386 -4.8042  0.090
27 H -3.7207 -1.7661 -6.7196  0.085
28 H -1.3642 -2.4853 -6.4552  0.089
29 H -0.2107 -2.1716 -4.2719  0.103
30 C -0.5403 4.1338 -5.6976  -0.069
31 C 0.2118 3.5581 -4.5249  -0.284
32 C -0.1673 2.3443 -3.9593  -0.024
33 C 0.5126 1.8254 -2.8703  -0.029
34 C 1.5901 2.5179 -2.3340  -0.255
35 C 1.9761 3.7313 -2.8802  -0.051
36 C 1.2864 4.2442 -3.9701  -0.055
37 S 2.4533 1.8094 -0.9401  0.540
38 O 2.8288 0.4810 -1.3615  -0.316
39 O 3.5371 2.7311 -0.6631  -0.344
40 N 1.3865 1.7549 0.2305  -0.316
41 C 0.9906 3.1183 0.6723  -0.222
42 C -0.3953 3.5406 0.1511  -0.726
43 O -0.5771 4.7408 -0.0929  -0.043
44 O -1.2397 2.5964 0.0759  -0.200
45 H -1.3100 3.4435 -6.0438  0.066
46 H 0.1304 4.3425 -6.5348  0.068
47 H -1.0287 5.0724 -5.4252  0.074
48 H -1.0159 1.8025 -4.3635  0.107
49 H 0.2089 0.8796 -2.4393  0.088
50 H 2.8041 4.2633 -2.4315  0.105
51 H 1.5805 5.2020 -4.3888  0.103
52 H 1.7238 3.8639 0.3732  0.094
53 H 0.9455 3.1243 1.7657  0.108
54 N -2.3557 0.1578 3.9170  0.143
55 C -2.8175 -0.7433 3.3581  -0.347
56 N -3.3040 -1.7596 2.6446  -0.101
57 C -4.5995 -1.5811 1.9749  -0.161
58 C -4.4151 -1.6221 0.4631  -0.171
59 C -3.8296 -2.9719 0.0102  -0.181
60 C -3.0529 -3.6532 1.1458  -0.180
61 C -2.3040 -2.6209 1.9667  -0.155
62 H -5.0163 -0.6256 2.2906  0.120
63 H -5.2892 -2.3674 2.3023  0.109
64 H -3.7306 -0.8194 0.1784  0.096
65 H -5.3752 -1.4292 -0.0225  0.108
66 H -3.1513 -2.7942 -0.8238  0.096
67 H -4.6219 -3.6375 -0.3462  0.101
68 H -2.3426 -4.3745 0.7400  0.112
69 H -3.7343 -4.2024 1.8051  0.105
70 H -1.6555 -2.0259 1.3200  0.059
71 H -1.6799 -3.0839 2.7309  0.126

Output
multiplicity	1
E	-66948.2234	eV
LUMO	4.409	eV
net charge	-2
energy above the lowest of the compared OMol25 structures with the same formula, charge and spin	7.90	kcal/mol
Kohn-Sham gap	6.277	eV


[4]
Here is a 2-piece molecular cluster, C4H11NO3S overall in a non-equilibrium geometry from OMol25. Energies are from wB97M-V/def2-TZVPD.

Each line ends with the natural charge from an NBO analysis.
Atoms and positions in Å:
1 C 1.3571 -0.9066 0.8328  -0.653
2 C 1.4165 1.2044 -0.4166  -0.541
3 C -1.0213 0.1025 2.0576  -0.418
4 C 0.8683 0.4447 0.4672  0.195
5 N -0.3494 0.8497 1.0693  -0.623
6 O -0.8229 0.7694 -2.7857  -0.926
7 O -0.4213 -1.3264 -2.0066  -0.966
8 O -2.8644 -0.5979 -2.3447  -0.903
9 S -1.6012 -0.1647 -1.7778  1.755
10 H 1.9750 -0.7227 1.6114  0.225
11 H 0.5847 -1.4603 1.2313  0.210
12 H 1.8791 -1.4746 0.0508  0.227
13 H 1.0873 2.2410 -0.6463  0.203
14 H -0.3180 -2.1693 -1.5084  0.509
15 H 2.3017 0.8353 -1.0743  0.202
16 H -1.6797 0.7902 2.5918  0.212
17 H -1.7368 -0.5290 1.4952  0.181
18 H -0.4400 -0.5293 2.7296  0.186
19 H -0.3998 1.8461 1.2276  0.382
20 H 0.1850 0.7974 -2.8044  0.539

Output
multiplicity	1
E	-22791.8214	eV
LUMO	0.647	eV
net charge	0
energy above the lowest of the compared OMol25 structures with the same formula, charge and spin	52.41	kcal/mol
Kohn-Sham gap	8.847	eV


[5]
Here is C3H9N3S as an isolated structure in a non-equilibrium geometry from OMol25. Energies are from wB97M-V/def2-TZVPD.

Each line ends with the natural charge from an NBO analysis.
Atoms and positions in Å:
1 C -0.9409 0.8746 1.1025  -0.469
2 C -1.6755 -1.0302 -0.5253  -0.424
3 C 1.7024 -0.1524 -0.1386  0.305
4 H -2.0582 1.1988 0.9439  0.243
5 H -0.3200 0.5000 2.2584  0.211
6 H -0.1115 1.7269 0.7704  0.211
7 H -2.5282 -0.3821 -0.8128  0.193
8 H -1.0947 -1.4897 -1.3222  0.223
9 H -2.0754 -1.8944 0.0837  0.188
10 H 0.8201 -1.5044 0.9203  0.395
11 H 2.6213 1.5308 -1.0179  0.432
12 H 0.7472 1.3199 -1.5071  0.417
13 N -0.5940 -0.0551 -0.0326  -0.306
14 N 0.5205 -0.9746 0.1259  -0.498
15 N 1.6010 0.8063 -1.1817  -0.838
16 S 3.3860 -0.4744 0.3329  -0.284

Output
multiplicity	1
E	-18557.6714	eV
LUMO	0.575	eV
net charge	0
energy above the lowest of the compared OMol25 structures with the same formula, charge and spin	115.49	kcal/mol
Kohn-Sham gap	8.877	eV


[6]
Here is C39H58B2F4N11O2S3W as an isolated structure from OMol25. Energies are from wB97M-V/def2-TZVPD.

Each line ends with the Löwdin spin population.
Atoms and positions in Å:
1 W -1.7245 0.5126 0.1251  1.770
2 C 1.8363 4.9130 1.1318  0.000
3 C 2.0203 4.2589 2.4965  0.000
4 C 1.0239 4.9031 3.4681  0.000
5 C 3.4538 4.4532 2.9858  0.000
6 N 1.7535 2.7826 2.4666  0.000
7 C 1.4826 2.0960 3.6476  0.001
8 C 1.1871 0.8288 3.3316  0.000
9 N 1.3103 0.7075 1.9554  0.003
10 B 0.9474 -0.5022 1.1170  0.001
11 N 0.4006 -1.6566 1.9766  0.004
12 C 1.1294 -2.7661 2.3662  -0.001
13 C 0.3333 -3.5208 3.1458  0.001
14 N -0.8977 -2.8820 3.2319  -0.001
15 C -0.8264 -1.7367 2.5240  0.007
16 S -2.0476 -0.5310 2.4147  0.024
17 C -2.0965 -3.4109 3.9666  0.000
18 C -2.4315 -2.4613 5.1151  0.000
19 C -1.7561 -4.7853 4.5359  0.000
20 C -3.2633 -3.5620 2.9889  0.002
21 N 2.1800 -0.9886 0.3433  -0.002
22 C 3.4661 -0.7062 0.7875  0.000
23 C 4.3297 -1.2476 -0.0808  0.000
24 N 3.5838 -1.8467 -1.0928  0.000
25 C 2.2624 -1.7020 -0.8073  0.000
26 S 0.9451 -2.3386 -1.6675  0.000
27 C 4.1621 -2.5928 -2.2501  0.000
28 C 3.8154 -4.0747 -2.1337  0.000
29 C 3.6295 -1.9859 -3.5481  0.000
30 C 5.6839 -2.4442 -2.2396  0.000
31 C 1.6618 1.9186 1.4282  0.002
32 S 1.9685 2.1239 -0.2280  0.003
33 H 1.8978 5.9912 1.2817  0.000
34 H 0.8636 4.6782 0.6993  0.000
35 H 2.6083 4.6154 0.4277  0.000
36 H 1.0988 5.9859 3.3779  0.000
37 H 1.2302 4.6507 4.5079  0.000
38 H 0.0009 4.6088 3.2361  0.000
39 H 3.6777 5.5187 3.0504  0.000
40 H 4.1602 3.9918 2.2935  0.000
41 H 3.5986 4.0153 3.9747  0.000
42 H 1.5007 2.5721 4.6084  0.000
43 H 0.9148 0.0055 3.9656  0.000
44 H -0.0123 -0.1688 0.3132  0.013
45 H 2.1413 -2.9286 2.0438  0.000
46 H 0.5405 -4.4577 3.6233  0.000
47 H -1.5839 -2.3697 5.7965  0.000
48 H -3.2786 -2.8611 5.6728  0.000
49 H -2.7016 -1.4709 4.7541  0.000
50 H -0.9555 -4.7389 5.2756  0.000
51 H -1.4865 -5.4950 3.7525  0.000
52 H -2.6439 -5.1660 5.0376  0.000
53 H -3.6426 -2.6012 2.6460  0.001
54 H -4.0715 -4.0901 3.4949  0.000
55 H -2.9610 -4.1447 2.1170  0.000
56 H 3.6551 -0.1409 1.6800  0.000
57 H 5.4006 -1.2280 -0.0692  0.000
58 H 2.7393 -4.2302 -2.1436  0.000
59 H 4.2248 -4.4854 -1.2092  0.000
60 H 4.2554 -4.6143 -2.9734  0.000
61 H 2.5632 -2.1721 -3.6674  0.000
62 H 4.1637 -2.4256 -4.3910  0.000
63 H 3.8036 -0.9072 -3.5487  0.000
64 H 6.1353 -2.8956 -1.3560  0.000
65 H 5.9900 -1.3984 -2.3049  0.000
66 H 6.0774 -2.9654 -3.1108  0.000
67 N -3.5582 1.4982 -0.6605  0.014
68 C -4.8644 1.0618 -0.2064  0.006
69 C -5.7472 2.0057 0.2889  0.001
70 C -7.0057 1.6171 0.7112  0.001
71 C -7.3660 0.2790 0.6331  0.001
72 C -6.4643 -0.6542 0.1505  0.000
73 C -5.1885 -0.2841 -0.2842  0.002
74 C -4.2141 -1.3403 -0.6832  0.006
75 C -4.7225 -2.4967 -1.2850  -0.002
76 C -3.9571 -3.6408 -1.4256  0.007
77 C -2.6663 -3.6509 -0.9175  0.000
78 C -2.1396 -2.4918 -0.3683  0.017
79 C -2.8582 -1.2935 -0.2946  -0.002
80 H -3.4163 2.4783 -0.3970  0.004
81 H -3.5238 1.4723 -1.6777  0.004
82 H -5.4385 3.0423 0.3558  0.000
83 H -7.6919 2.3517 1.1097  0.000
84 H -8.3435 -0.0424 0.9666  0.000
85 H -6.7363 -1.7012 0.1436  0.000
86 H -5.7472 -2.4958 -1.6357  0.000
87 H -4.3710 -4.5175 -1.9061  0.000
88 H -2.0571 -4.5454 -0.9674  0.000
89 H -1.1118 -2.5217 -0.0283  0.003
90 N -1.2533 -0.1448 -1.9762  0.007
91 C -0.3280 0.7473 -2.7096  0.001
92 C -0.5478 0.5810 -4.2164  0.000
93 C 0.1809 1.4987 -5.2025  0.000
94 C 1.7072 1.4503 -5.1713  0.000
95 N 2.2161 2.3165 -4.1099  0.000
96 C 3.4879 2.5838 -3.9161  0.000
97 N 4.4296 1.9817 -4.6646  0.000
98 N 3.8601 3.4702 -2.9843  0.000
99 C -0.4831 2.1414 -2.1190  0.006
100 O -0.0062 3.1297 -2.6593  0.007
101 O -1.1140 2.1634 -1.0027  0.025
102 H -0.8024 -1.0629 -1.8601  0.004
103 H -2.1096 -0.3032 -2.5044  0.005
104 H 0.6863 0.4297 -2.4372  0.000
105 H -1.6202 0.6803 -4.4184  0.000
106 H -0.2891 -0.4569 -4.4501  0.000
107 H -0.1404 2.5319 -5.0776  0.000
108 H -0.1303 1.1911 -6.2016  0.000
109 H 2.0841 1.8084 -6.1342  0.000
110 H 2.0609 0.4238 -5.0268  0.000
111 H 1.4976 2.8131 -3.5567  0.000
112 H 4.1624 1.4923 -5.5006  0.000
113 H 5.3810 2.3025 -4.6144  0.000
114 H 3.2063 3.7024 -2.2428  0.000
115 H 4.8312 3.5301 -2.7288  0.000
116 F -3.2533 1.9389 1.9427  0.031
117 B -2.2570 2.9497 1.9350  0.004
118 F -2.1513 3.5843 3.1294  0.001
119 F -2.5026 3.7991 0.8643  0.001
120 F -1.0408 2.1621 1.6339  0.016

Output
multiplicity	3
E	-108434.0429	eV
LUMO (spin up / spin down)	-2.024 / -2.301	eV
net charge	+1
<S²>	2.015
energy above the lowest of the compared OMol25 structures with the same formula, charge and spin	17.65	kcal/mol
Kohn-Sham gap (spin up / spin down)	7.339 / 7.069	eV